Below is 2 unconnected molecules or ions with the total composition C5H14NOS, with properties calculated with ωB97M-V/def2-TZVPD.

## Properties
Calculated total energy ... -19784.9426 eV
Net charge ... -1
Spin multiplicity ... 1

XYZ file:
```
22
C5H14NOS (ωB97M-V/def2-TZVPD)
C 1.214 -1.317 -1.221
O 0.482 -0.215 -0.920
C 1.602 -1.403 -2.713
C 0.388 -1.356 -3.632
H 0.671 -2.263 -0.966
H 2.178 -1.373 -0.654
H 2.183 -2.317 -2.926
H 2.259 -0.560 -2.931
H 0.678 -1.445 -4.680
H -0.138 -0.406 -3.512
H -0.292 -2.183 -3.419
C 0.079 1.658 1.491
C -1.231 0.871 1.409
S -1.500 -0.030 2.969
N 0.303 2.289 0.203
H -0.001 2.431 2.272
H 0.862 0.955 1.778
H -2.058 1.559 1.246
H -1.098 0.176 0.583
H -2.520 -0.789 2.556
H 1.119 2.880 0.221
H 0.431 1.549 -0.498
```

---

Below is 10 unconnected molecules or ions with the total composition C30H90O40P10 at a distorted geometry, with properties calculated with ωB97M-V/def2-TZVPD.

## Properties
Calculated total energy ... -207381.1975 eV
Net charge ... 0
Spin multiplicity ... 1
SMILES ... COP(=O)(OC)OC.COP(=O)(OC)OC.COP(=O)(OC)OC.COP(=O)(OC)OC.COP(=O)(OC)OC.COP(=O)(OC)OC.COP(=O)(OC)OC.COP(=O)(OC)OC.COP(=O)(OC)OC.COP(=O)(OC)OC

XYZ file:
```
170
C30H90O40P10 (ωB97M-V/def2-TZVPD)
C -2.945 -0.855 3.806
O -3.389 -1.150 5.151
P -2.859 -0.411 6.439
O -1.463 -0.014 6.305
O -3.859 0.785 6.702
C -5.308 0.699 6.644
O -3.222 -1.471 7.616
C -2.232 -2.438 8.042
H -2.027 -1.360 3.568
H -2.736 0.247 3.754
H -3.675 -1.115 3.056
H -5.738 1.326 7.444
H -5.547 -0.385 6.789
H -5.583 1.086 5.660
H -2.646 -2.991 8.891
H -1.398 -1.813 8.373
H -1.861 -3.074 7.246
C 2.502 2.173 -2.583
O 2.940 2.777 -3.781
P 2.329 4.266 -4.132
O 1.947 5.040 -2.960
O 3.497 4.843 -5.070
C 4.749 5.071 -4.508
O 1.197 4.018 -5.209
C 1.290 3.189 -6.352
H 1.409 2.100 -2.633
H 2.762 2.831 -1.770
H 2.952 1.198 -2.503
H 4.590 5.214 -3.439
H 5.252 5.918 -4.978
H 5.357 4.171 -4.540
H 0.380 3.426 -6.862
H 1.227 2.177 -6.007
H 2.209 3.333 -6.904
C 1.050 -1.349 4.841
O 0.619 -2.315 3.864
P 0.687 -3.852 4.061
O 0.459 -4.669 2.886
O 2.055 -4.152 4.861
C 2.983 -5.112 4.378
O -0.338 -4.057 5.255
C -0.671 -5.358 5.678
H 0.607 -0.400 4.603
H 2.145 -1.475 4.859
H 0.636 -1.704 5.794
H 3.876 -4.535 4.123
H 2.617 -5.715 3.514
H 3.248 -5.717 5.265
H -0.779 -5.434 6.769
H 0.096 -6.062 5.369
H -1.608 -5.682 5.212
C 2.836 4.765 4.371
O 1.936 4.407 3.305
P 2.379 3.341 2.221
O 3.834 3.173 2.016
O 1.634 1.995 2.640
C 2.135 0.750 2.150
O 1.519 3.791 0.943
C 1.972 4.964 0.234
H 2.258 4.915 5.286
H 3.387 5.677 4.121
H 3.497 3.905 4.562
H 2.014 0.734 1.052
H 1.525 -0.081 2.487
H 3.184 0.579 2.401
H 2.963 4.762 -0.201
H 1.968 5.830 0.936
H 1.272 5.048 -0.595
C -2.941 3.009 2.745
O -2.717 4.385 3.111
P -2.972 5.370 1.899
O -2.281 5.028 0.657
O -4.578 5.494 1.779
C -4.993 6.278 0.665
O -2.512 6.787 2.524
C -1.092 6.941 2.621
H -2.256 2.367 3.324
H -2.774 2.891 1.636
H -3.982 2.831 3.008
H -4.494 5.790 -0.183
H -4.732 7.346 0.717
H -6.072 6.176 0.628
H -0.593 5.999 2.935
H -0.950 7.700 3.393
H -0.760 7.409 1.696
C -5.431 2.109 -6.123
O -4.558 1.538 -5.120
P -3.906 2.465 -3.987
O -3.750 3.835 -4.398
O -4.828 2.186 -2.724
C -4.481 2.763 -1.449
O -2.557 1.672 -3.617
C -1.293 2.184 -3.965
H -5.248 1.622 -7.089
H -5.106 3.135 -6.134
H -6.468 1.962 -5.823
H -3.903 3.675 -1.607
H -3.884 1.989 -0.990
H -5.383 2.863 -0.830
H -1.148 3.220 -3.690
H -1.129 1.952 -4.996
H -0.643 1.578 -3.378
C 1.114 -1.949 -3.235
O 1.367 -2.120 -4.587
P 0.114 -2.519 -5.556
O 0.454 -2.685 -6.965
O -0.899 -1.334 -5.175
C -2.096 -1.254 -5.877
O -0.687 -3.778 -4.930
C -0.468 -5.069 -5.387
H 0.390 -1.181 -3.004
H 2.029 -1.549 -2.812
H 0.730 -2.881 -2.889
H -1.886 -1.337 -6.931
H -2.533 -0.302 -5.593
H -2.680 -2.145 -5.588
H -1.229 -5.705 -4.918
H 0.508 -5.483 -5.157
H -0.604 -5.125 -6.457
C 5.140 1.261 0.139
O 5.461 -0.100 -0.234
P 4.312 -1.165 -0.372
O 3.014 -0.640 -0.771
O 4.954 -2.350 -1.332
C 5.420 -1.871 -2.655
O 4.338 -1.855 1.102
C 3.190 -2.591 1.567
H 4.245 1.596 -0.330
H 5.964 1.907 -0.143
H 4.955 1.242 1.225
H 6.004 -0.992 -2.506
H 4.515 -1.505 -3.148
H 5.978 -2.582 -3.255
H 2.275 -2.218 1.114
H 3.199 -2.434 2.652
H 3.298 -3.635 1.270
C 0.044 -1.980 0.267
O -1.218 -1.779 -0.372
P -1.931 -0.326 -0.125
O -2.155 0.093 1.273
O -0.902 0.660 -0.864
C -0.888 1.984 -0.356
O -3.219 -0.387 -1.027
C -3.281 -1.046 -2.253
H 0.751 -1.658 -0.468
H 0.158 -2.995 0.605
H 0.095 -1.352 1.137
H -0.282 2.667 -0.966
H -0.427 1.914 0.629
H -1.891 2.417 -0.284
H -3.950 -0.464 -2.906
H -3.516 -2.117 -2.179
H -2.283 -1.018 -2.699
C 1.095 -7.102 0.923
O 0.951 -7.375 -0.468
P 1.213 -6.171 -1.492
O 1.134 -6.684 -2.859
O 0.210 -5.010 -1.090
C -1.038 -5.005 -1.654
O 2.598 -5.484 -1.002
C 3.788 -5.878 -1.708
H 1.957 -6.506 1.149
H 1.211 -8.034 1.514
H 0.204 -6.520 1.196
H -1.651 -5.543 -0.927
H -1.070 -5.480 -2.637
H -1.400 -3.965 -1.642
H 3.592 -5.528 -2.704
H 3.901 -6.957 -1.751
H 4.628 -5.342 -1.268
```

---

Quick rundown of energy relative to the best compared isomer or geometry (same formula, charge and spin), same order as above: 30.3 34.7 kcal/mol
Quick rundown of highest occupied orbital energy, same order as above: -3.05 -10.58 eV
Quick rundown of gap between HOMO and LUMO, same order as above: 0.2312 0.4066 hartree